{
  "formula": "C35H50N3PdSi3",
  "method": "wB97M-V/def2-TZVPD",
  "symbols": ["Pd", "N", "C", "C", "C", "C", "C", "C", "C", "C", "C", "C", "C", "C", "H", "H", "H", "H", "H", "H", "H", "H", "H", "H", "C", "Si", "C", "C", "C", "Si", "C", "C", "C", "Si", "C", "C", "C", "C", "C", "C", "C", "N", "H", "H", "H", "H", "H", "H", "H", "H", "H", "H", "H", "H", "H", "H", "H", "H", "H", "H", "H", "H", "H", "H", "H", "H", "H", "H", "H", "H", "C", "N", "C", "C", "C", "C", "C", "C", "C", "C", "H", "H", "H", "H", "H", "H", "H", "H", "H", "H", "H", "H"],
  "positions_angstrom": [[0.089161, 0.095393, -0.303337], [3.029998, -0.049411, -1.576559], [3.735845, -0.970302, -0.787303], [5.025665, -0.699894, -0.333438], [5.719494, -1.619335, 0.435325], [5.123135, -2.825215, 0.769651], [3.841139, -3.095181, 0.311375], [3.124490, -2.195358, -0.476532], [1.791657, -2.635451, -1.011105], [1.817228, -3.903561, -1.612594], [0.668539, -4.542058, -2.044985], [-0.550051, -3.904597, -1.871667], [-0.578874, -2.635483, -1.314244], [0.562370, -1.952908, -0.887896], [2.069426, -0.117657, -1.252923], [3.361678, 0.897399, -1.447964], [5.477846, 0.253610, -0.585770], [6.716944, -1.383326, 0.786182], [5.640570, -3.544530, 1.391596], [3.363194, -4.029178, 0.581874], [2.775796, -4.395256, -1.736546], [0.727042, -5.522010, -2.503242], [-1.473564, -4.384295, -2.177543], [-1.547441, -2.162077, -1.203623], [1.503977, 1.463488, 4.477858], [1.704513, 0.665275, 2.764663], [3.032569, -0.641255, 3.034315], [2.549158, 1.987491, 1.715937], [0.124799, 0.028176, 2.054261], [-0.354089, -1.641514, 2.697976], [0.712027, -3.127621, 2.251949], [-2.102594, -2.143307, 2.176610], [-0.375607, -1.711340, 4.600324], [-1.253634, 1.206006, 2.253724], [-0.870874, 3.039677, 2.001881], [-2.228848, 1.219494, 3.880215], [-2.586442, 0.796817, 0.927879], [-3.936700, 1.121452, 1.036994], [-4.805448, 0.859202, -0.009559], [-4.303572, 0.282475, -1.165240], [-2.954220, -0.017300, -1.219465], [-2.130808, 0.214285, -0.197663], [2.477819, 1.795094, 4.852347], [1.095964, 0.746996, 5.195869], [0.843169, 2.333545, 4.464631], [3.943111, -0.148333, 3.389724], [3.279526, -1.177616, 2.115938], [2.738769, -1.374818, 3.788530], [3.507326, 2.259098, 2.170706], [1.950226, 2.895911, 1.626454], [2.750692, 1.612124, 0.709475], [0.647065, -3.386885, 1.196600], [0.336774, -3.978530, 2.831849], [1.762184, -2.987414, 2.507670], [-2.181897, -2.244632, 1.091431], [-2.867390, -1.436449, 2.507443], [-2.333917, -3.116205, 2.621785], [0.637871, -1.622032, 5.002241], [-0.773969, -2.675602, 4.931992], [-0.980660, -0.922387, 5.051076], [-0.363542, 3.443185, 2.881874], [-1.811638, 3.586837, 1.885200], [-0.256954, 3.260413, 1.129579], [-1.551781, 1.438086, 4.710449], [-2.724401, 0.271067, 4.093350], [-2.987781, 2.008201, 3.863534], [-4.299804, 1.580432, 1.947978], [-5.856837, 1.108302, 0.070191], [-4.936179, 0.075002, -2.017599], [-2.503537, -0.436665, -2.111164], [-0.217458, 5.037832, -2.695472], [-0.139721, 4.127719, -1.572891], [1.227189, 3.681607, -1.369492], [-1.086252, 3.006525, -1.650685], [-0.766017, 1.953922, -2.689408], [-1.148058, 2.203293, -4.009674], [-0.816271, 1.327700, -5.031645], [-0.082633, 0.192050, -4.720526], [0.271667, -0.067894, -3.401597], [-0.068973, 0.781271, -2.339126], [0.395005, 5.917932, -2.483773], [-1.250046, 5.365510, -2.835492], [0.136895, 4.598887, -3.641821], [1.856548, 4.542330, -1.128172], [1.647970, 3.175223, -2.252590], [1.265110, 2.976485, -0.539921], [-2.079797, 3.433051, -1.825614], [-1.097228, 2.535106, -0.667403], [-1.723315, 3.096917, -4.236903], [-1.122900, 1.530257, -6.051586], [0.203663, -0.504238, -5.501753], [0.827244, -0.975611, -3.199743]],
  "atomic_forces_ev_per_a": [[0.1, -0.1, 0.3], [0.3, -0.3, 0.6], [0.0, 0.1, 0.0], [0.0, 0.0, 0.0], [0.0, 0.0, 0.0], [0.0, 0.0, 0.0], [0.0, 0.0, 0.0], [0.0, -0.1, 0.0], [0.0, 0.0, 0.0], [0.0, 0.0, 0.0], [0.0, 0.0, 0.0], [0.0, 0.0, 0.0], [0.0, 0.0, 0.0], [0.1, 0.0, 0.0], [-0.4, 0.4, -0.8], [0.0, 0.0, -0.1], [0.0, 0.0, 0.0], [0.0, 0.0, 0.0], [0.0, 0.0, 0.0], [0.0, 0.0, 0.0], [0.0, 0.0, 0.0], [0.0, 0.0, 0.0], [0.0, 0.0, 0.0], [0.0, 0.0, 0.0], [0.0, 0.0, 0.0], [0.0, 0.0, 0.0], [0.0, 0.0, 0.0], [0.0, 0.0, 0.0], [0.0, 0.1, 0.0], [0.0, 0.0, 0.0], [0.0, 0.0, 0.0], [0.0, 0.0, 0.0], [0.0, 0.0, 0.0], [0.0, -0.1, 0.0], [0.0, 0.0, 0.0], [0.0, 0.0, 0.0], [0.1, 0.0, 0.0], [0.0, 0.0, 0.0], [0.0, 0.0, 0.0], [0.0, 0.0, 0.0], [0.0, 0.0, 0.0], [-0.1, 0.0, 0.0], [0.0, 0.0, 0.0], [0.0, 0.0, 0.0], [0.0, 0.0, 0.0], [0.0, 0.0, 0.0], [0.0, 0.0, 0.0], [0.0, 0.0, 0.0], [0.0, 0.0, 0.0], [0.0, 0.0, 0.0], [0.0, 0.0, 0.0], [0.0, 0.0, 0.0], [0.0, 0.0, 0.0], [0.0, 0.0, 0.0], [0.0, 0.0, 0.0], [0.0, 0.0, 0.0], [0.0, 0.0, 0.0], [0.0, 0.0, 0.0], [0.0, 0.0, 0.0], [0.0, 0.0, 0.0], [0.0, 0.0, 0.0], [0.0, 0.0, 0.0], [0.0, 0.0, 0.0], [0.0, 0.0, 0.0], [0.0, 0.0, 0.0], [0.0, 0.0, 0.0], [0.0, 0.0, 0.0], [0.0, 0.0, 0.0], [0.0, 0.0, 0.0], [0.0, 0.0, 0.0], [0.0, 0.0, 0.0], [0.0, 0.0, 0.0], [0.0, 0.0, 0.0], [0.0, 0.0, 0.0], [0.0, 0.0, 0.0], [0.0, 0.0, 0.0], [0.0, 0.0, 0.0], [0.0, 0.0, 0.0], [0.0, 0.0, 0.0], [0.0, -0.1, 0.0], [0.0, 0.0, 0.0], [0.0, 0.0, 0.0], [0.0, 0.0, 0.0], [0.0, 0.0, 0.0], [0.0, 0.0, 0.0], [0.0, 0.0, 0.0], [0.0, 0.0, 0.0], [0.0, 0.0, 0.0], [0.0, 0.0, 0.0], [0.0, 0.0, 0.0], [0.0, 0.0, 0.0], [0.0, 0.0, 0.0]],
  "nbo_charge": [0.877, -0.807, 0.259, -0.284, -0.203, -0.267, -0.177, -0.115, -0.138, -0.201, -0.256, -0.213, -0.286, -0.185, 0.370, 0.366, 0.199, 0.201, 0.204, 0.216, 0.203, 0.199, 0.196, 0.195, -1.136, 1.771, -1.138, -1.129, -2.033, 1.798, -1.137, -1.134, -1.141, 1.761, -1.143, -1.156, -0.185, -0.202, -0.184, -0.258, 0.048, -0.479, 0.222, 0.228, 0.218, 0.224, 0.252, 0.224, 0.224, 0.228, 0.221, 0.245, 0.218, 0.234, 0.236, 0.220, 0.225, 0.222, 0.220, 0.223, 0.230, 0.230, 0.248, 0.237, 0.231, 0.220, 0.209, 0.207, 0.216, 0.227, -0.409, -0.443, -0.425, -0.258, -0.010, -0.275, -0.241, -0.238, -0.256, -0.364, 0.188, 0.189, 0.170, 0.187, 0.173, 0.215, 0.188, 0.199, 0.191, 0.193, 0.197, 0.213],
  "homo_ev": [-3.481, -4.612],
  "charge": -1,
  "max_force_ev_per_a": 0.932,
  "spin_multiplicity": 3,
  "total_energy_ev": -68692.38968,
  "gap_ev": [6.11, 7.00]
}